The following is a quantum chemistry calculation of a structure of composition C41H38Br2MoN10O6S in a non-equilibrium geometry, from the Open Molecules 2025 dataset.

```
99
C41H38Br2MoN10O6S ωB97M-V/def2-TZVPD
H 8.358 16.918 16.597
O 11.618 12.861 13.951
H 9.664 17.762 15.781
H 5.335 14.562 13.117
C 14.156 10.208 10.665
C 12.292 14.710 10.786
C 8.979 12.111 7.462
Br 5.617 17.039 9.021
O 9.498 15.692 13.334
H 10.986 11.398 7.840
H 11.342 14.828 14.903
C 6.269 11.774 16.207
O 8.118 16.174 10.591
C 9.583 14.370 16.593
C 12.774 11.584 12.063
H 6.635 15.578 12.449
C 13.914 11.394 11.296
H 5.628 14.560 11.361
C 7.925 11.545 12.964
C 9.244 19.618 10.508
C 8.885 15.524 14.473
H 4.870 12.713 13.958
H 7.038 13.010 7.434
C 13.911 15.237 9.258
C 7.094 13.564 12.560
H 9.946 16.954 17.370
Br 8.084 22.091 9.480
N 6.294 9.563 16.256
C 13.220 9.175 10.745
N 5.864 11.258 15.014
H 12.091 16.397 12.829
O 11.151 15.683 15.296
H 11.125 10.605 12.963
H 14.927 15.029 8.913
C 11.318 19.584 11.725
H 11.414 12.843 9.650
O 13.806 13.739 13.137
H 9.872 12.003 12.093
H 14.091 7.837 9.410
H 8.571 14.383 16.969
C 9.214 18.242 10.738
C 6.974 10.828 18.322
H 11.444 8.495 11.733
H 10.292 14.381 17.427
N 11.673 14.078 11.820
H 9.717 13.421 16.079
C 11.910 10.500 12.257
O 7.680 15.371 14.616
C 10.194 12.070 8.115
C 12.109 9.332 11.590
H 6.312 19.843 8.777
C 8.241 13.825 8.998
H 7.338 12.240 19.819
C 7.101 18.050 9.605
C 9.475 13.837 9.701
C 13.053 16.061 8.555
H 6.797 14.217 18.384
C 11.793 16.176 9.094
N 10.184 17.535 11.402
N 6.778 12.348 13.120
C 6.102 14.628 12.344
H 7.209 9.990 18.938
H 6.204 13.972 16.014
H 11.030 16.797 8.639
H 13.340 16.489 7.617
S 12.534 13.125 12.858
N 13.542 14.540 10.322
C 6.395 13.092 16.657
H 8.806 11.450 6.620
N 11.414 15.581 10.219
H 7.938 10.504 13.296
C 11.179 18.183 11.934
C 7.136 19.433 9.346
C 8.861 12.302 12.355
H 5.033 11.153 13.169
C 6.567 10.690 16.994
C 7.021 12.100 18.807
C 12.268 17.452 12.675
C 8.163 20.208 9.747
C 10.432 12.953 9.172
N 13.424 7.954 10.127
C 8.113 17.445 10.270
Mo 9.701 15.196 11.424
H 15.088 10.111 10.125
C 5.548 11.889 13.786
H 12.205 20.039 12.148
N 5.897 9.885 15.104
C 8.028 13.003 7.910
H 14.570 12.242 11.218
C 10.368 20.278 11.025
H 12.416 17.889 13.662
H 12.678 7.297 10.150
H 7.398 14.394 9.360
C 6.752 13.217 17.988
C 9.803 15.607 15.703
N 8.346 13.552 12.101
C 9.432 16.900 16.415
H 13.221 17.606 12.151
H 10.469 21.337 10.790
```

The energy above the lowest of the compared OMol25 structures with the same formula, charge and spin comes out at 0.000 eV. As for the expectation value of S²: 2.02. As for the total energy: -223098.07572 eV. The orbital gap (spin up / spin down) is 7.317 / 7.703 eV. The spin multiplicity is 3. The value obtained for the HOMO energy (spin up / spin down) is -0.2789 / -0.2994 Ha. The largest force on an atom comes out at 0.0329 Eh/bohr.

Here are the Mulliken charges for atoms 1 to 6, given in e: number 1, H, carries 0.29; number 2, O, carries -0.73; number 3, H, carries 0.37; number 4, H, carries 0.59; number 5, C, carries -0.95; number 6, C, carries 0.01